A structure of composition C30H66As4N6O3Si3Tc. Source: the OMol25 dataset; level of theory: wB97M-V/def2-TZVPD.

Each line ends with the Mulliken charge.
Cartesian coordinates (Å):
N 1.449793 6.129436 1.889135  -0.329
C -1.876270 -1.099882 -1.452088  -0.684
H 4.150145 -1.097219 -2.166920  -0.273
C -5.318302 0.761538 -0.924594  -0.808
H -6.327340 1.072433 -1.203074  0.536
C -5.742286 -1.709087 3.229958  -1.045
H -0.093628 0.174277 1.924948  -0.682
C 4.269496 -1.375159 -3.216160  -1.241
H 4.543589 1.932396 -2.656309  0.424
Si -4.139605 -1.873046 2.304087  0.121
H 2.230944 -3.285448 -3.545696  0.619
H -4.940512 1.261389 4.627826  0.290
H 3.071368 1.451522 -6.695608  0.246
H -4.658702 -2.127506 -0.136402  0.016
H -5.317766 -0.324116 -0.848155  0.158
H 3.095705 0.764763 -4.605165  0.202
H 3.833757 2.553441 -1.150758  0.514
H 2.147272 -1.917089 -5.891548  0.568
As 4.155857 -0.903764 -6.902273  0.319
H -1.024454 0.866519 5.575283  0.430
C 1.151273 -1.454231 2.073650  -0.557
H -0.750046 -0.210552 4.206691  -0.152
C -4.102799 1.946610 4.750470  -1.214
H -2.701049 -0.234660 -5.378255  0.339
C -2.849444 -2.785731 3.298652  -0.945
As 1.573467 -2.214035 -1.426203  1.145
C 0.975026 5.321462 1.216738  -0.682
H 6.047579 0.712171 -6.833036  0.409
H -1.720263 3.732646 3.870821  0.537
H -4.123827 0.213477 -4.414648  0.365
H -6.058970 -2.699463 3.568105  0.416
C 2.946267 -1.292633 -3.978691  2.553
N -2.378349 -0.057796 -3.305617  0.360
Si -4.820927 1.616073 0.664808  0.044
H 3.864127 -2.327692 -0.306109  0.415
H 3.121064 0.880693 -8.363354  0.451
O 0.301178 1.965478 0.094336  0.652
N -1.176488 4.646278 -1.486911  -0.533
H -0.028070 -3.841886 -0.313937  0.392
H -2.877821 2.958012 0.004821  -0.362
H -0.745407 1.298475 -3.262553  0.375
H 5.179494 0.891953 -5.307548  0.208
C -3.053645 0.356444 -4.535740  -0.942
H -5.186554 -3.518171 0.801419  0.473
H 5.015518 -0.714148 -3.646279  0.228
H -4.431650 2.944303 4.456678  0.367
O 3.438938 -0.891988 2.486069  -0.608
C 1.917788 -2.255815 -3.349575  -1.882
H -0.822478 -1.177396 1.440750  -0.924
C 3.113113 -3.055513 -0.601305  -1.667
H 0.439878 2.964123 -2.748005  0.173
H -7.007777 2.538252 1.249004  0.403
H -6.803279 0.955902 2.003103  0.248
H -0.532754 -3.519598 -1.986682  0.397
H 1.896242 0.243301 -7.272100  0.252
C -1.255790 0.466192 -2.809848  -1.462
C -1.524707 0.282333 4.798206  -0.708
H 4.666898 -2.391012 -3.246324  0.382
H -3.481674 -3.333007 0.404767  0.306
N 0.074167 -0.692854 1.412095  1.765
C -1.585905 2.884667 3.195200  -0.628
H 0.938547 -2.127754 -3.822699  0.476
H -3.675338 -1.634852 -2.637254  0.554
As -3.216975 0.258718 1.797374  0.346
C 2.419017 0.146710 -4.017233  -1.455
H 1.183884 -2.459233 1.647820  0.287
C -2.786252 -1.057198 -2.456081  -1.315
C -3.909307 3.186662 0.274232  -0.655
C 2.931166 0.580151 -7.334368  -1.014
O 2.481806 -0.038759 0.654210  -0.663
H -4.363654 3.704345 -0.573132  0.516
H 0.841859 -4.596500 -1.660416  0.527
N -0.913002 -0.132238 -1.674919  1.409
Si -2.597130 1.422857 3.784259  0.388
H 4.437883 0.891480 -1.207130  0.419
H -6.530288 -1.307995 2.591880  0.285
H 3.564903 -2.797158 -5.382517  0.531
C 5.553750 0.165972 -6.029170  -1.019
H -2.676787 -2.338443 4.275480  0.287
H 1.566263 2.813236 -4.123744  0.518
H 2.336364 3.473941 2.004126  0.257
H -0.520262 2.640200 3.186468  0.200
H -1.865470 -1.733273 -0.584041  0.380
C 0.428162 4.257327 0.469719  0.816
N 1.853029 2.685809 1.596516  -0.067
As 2.180602 1.123862 -2.348767  1.208
C 3.133113 -1.793814 -5.429189  -2.123
H 2.371028 1.815669 1.525942  0.061
H 1.447864 0.176783 -4.522680  0.612
C -0.471813 4.500953 -0.584952  -0.248
H 2.780705 -3.598320 0.283320  0.554
H -2.110840 -0.487564 5.298459  0.336
H -4.641844 1.055211 -1.730966  0.078
C 2.485027 -0.774007 1.778747  0.190
H 2.064766 3.625101 -2.630655  0.482
Tc 0.870244 0.034749 -0.518605  0.959
H -6.014878 2.375582 2.697372  0.236
H -3.850526 1.980637 5.813271  0.394
C 1.476342 2.803719 -3.037837  -1.344
H 3.538893 -3.763809 -1.310434  0.507
H -3.902056 3.882398 1.114721  0.468
H -1.892217 -2.830755 2.771624  0.097
H 6.298382 -0.474800 -5.560841  0.339
C 0.870883 2.906293 0.710392  0.653
H -5.650296 -1.070036 4.108237  0.284
H -2.855436 1.409764 -4.716096  0.354
C -6.294088 1.889619 1.764114  -0.952
H -3.178490 -3.815265 3.460986  0.460
H -1.875236 3.207898 2.195320  -0.160
H 1.018881 -1.541663 3.151366  0.599
C 0.321186 -3.695487 -1.336468  -1.417
C 3.948320 1.672125 -1.781708  -1.569
C -4.384481 -2.785897 0.686198  -0.836

Atoms 1-3, force components in eV/Å:
N 0.121 0.132 0.070
C 0.011 0.031 0.035
H 0.001 -0.004 0.009

## Properties
Largest force on an atom: 1.90 eV Å⁻¹
Total charge: +2
Frontier orbital gap (alpha / beta): 7.5 / 3.5 eV
2S+1: 4
Relative energy (zero: lowest compared OMol25 entry of this formula, charge and spin): 0.050 eV
E_tot: -11628.97112 hartree


A structure of composition C30H66F3MgN2O11S5. Source: the OMol25 dataset; level of theory: wB97M-V/def2-TZVPD.

Each line ends with the Mulliken charge.
Cartesian coordinates (Å):
H 14.595209 33.093429 -14.470097  0.074
C 13.577585 24.648916 -13.683220  0.034
H 11.874092 27.999967 -12.353203  0.418
H 12.805938 24.271027 -10.947661  -0.067
H 9.225823 25.473045 -12.507584  0.496
C 16.280276 31.390716 -11.548797  0.055
H 15.951188 24.165705 -9.438670  0.405
C 18.992292 28.472805 -13.649869  -0.804
H 12.561824 29.039924 -13.559838  -0.133
F 17.039356 30.353392 -11.923251  0.098
H 16.230952 31.667629 -15.687424  -0.059
H 18.013436 33.430218 -13.014572  -0.033
H 16.943234 26.969399 -10.500151  0.476
S 18.212850 29.678589 -7.420846  0.203
C 10.601760 32.563081 -12.949870  0.168
H 11.358680 31.709077 -9.899395  -0.372
C 16.526568 28.289129 -14.366861  0.010
C 12.142362 23.860370 -11.711582  -0.416
O 15.123182 30.371230 -9.589958  0.248
H 10.716753 30.537986 -12.348062  0.048
H 14.423057 25.088895 -13.139833  -0.224
S 14.842969 26.385540 -9.537833  0.673
C 18.626355 33.174903 -13.875904  0.172
H 11.793183 27.000387 -14.872669  -0.240
H 15.465708 32.061539 -17.166623  0.470
C 15.949199 26.809455 -10.918842  -0.689
O 14.969374 27.614375 -8.680743  -0.361
H 13.174015 33.278252 -15.535411  0.502
Mg 14.883117 29.334985 -7.901944  0.953
H 10.854129 28.231870 -15.602990  0.229
H 10.963121 33.498275 -10.183089  0.478
C 18.018714 31.393568 -6.894878  -0.661
H 12.074808 26.848345 -7.263828  0.264
C 13.152648 29.572953 -11.534321  1.656
C 10.856130 27.156184 -15.408750  -0.354
C 10.478194 31.136091 -13.229716  -0.143
H 12.487730 30.442583 -11.502567  -0.826
N 21.082398 33.099877 -13.073719  -0.446
H 17.367986 34.733678 -9.846602  0.375
O 10.725620 34.402116 -7.743444  -0.627
O 16.715155 36.485713 -8.078031  -0.543
H 12.879090 25.462595 -13.873257  -0.273
H 13.054085 29.042355 -10.576969  -1.032
H 15.601361 27.737407 -11.369866  -0.356
C 10.980131 29.562834 -6.305457  -1.068
C 16.960319 35.347634 -7.749034  0.544
C 11.242122 27.306300 -7.795711  -1.047
H 18.514995 33.913378 -14.670800  0.430
H 10.899025 25.585300 -13.098338  -0.698
H 9.678632 24.634565 -13.965857  0.468
C 14.146080 31.346921 -15.627929  0.896
H 18.950086 31.955754 -6.939396  0.498
H 15.622493 30.342783 -16.794631  0.302
H 13.173997 33.882001 -9.079641  0.377
H 11.117401 30.641523 -6.230043  0.276
C 10.787638 32.595038 -9.605713  -0.506
O 9.264696 28.138242 -13.454426  -0.545
O 18.128380 29.577229 -15.554714  -0.563
H 16.921551 25.392237 -8.761441  0.355
C 19.993381 33.163646 -13.429119  0.095
H 13.566914 33.572315 -7.409631  0.213
H 14.088126 24.255938 -14.562543  0.419
H 13.042578 32.281652 -14.083277  -0.160
H 17.698385 31.383069 -5.853439  0.454
O 14.456290 30.038103 -11.743282  -0.022
C 15.877700 25.084807 -8.855010  -1.211
H 14.359495 31.803744 -10.739516  -0.075
C 17.347575 34.367211 -8.827734  -0.155
O 13.311853 30.474973 -15.782884  -0.590
H 18.388597 34.092015 -8.589831  0.355
H 17.499989 34.191706 -6.062499  0.265
C 18.781624 29.978899 -9.100893  -0.040
F 15.938836 32.034589 -12.672412  -0.293
H 18.651757 28.734879 -12.644337  -0.123
H 16.713238 35.707643 -5.688645  0.337
C 16.669800 34.843278 -6.349446  -0.786
C 12.933323 23.497012 -12.949794  0.820
C 13.712541 32.598108 -14.877572  -0.464
O 12.992416 29.277046 -8.015287  -0.036
O 16.760257 29.221557 -7.597379  -0.586
H 18.373161 30.876358 -9.551956  -0.180
H 10.317228 27.116325 -7.251504  0.488
H 17.237159 31.803949 -7.533370  -0.180
H 19.237411 27.410413 -13.632143  0.398
H 18.508774 29.075139 -9.652616  -0.092
H 11.702873 22.969230 -11.257900  0.378
S 11.254018 33.003455 -7.912930  0.378
N 10.669419 33.692378 -12.755868  -0.561
H 19.867874 29.933340 -9.215597  0.549
H 19.873518 29.073538 -13.861193  0.347
S 9.346837 26.985760 -14.403044  0.350
H 16.620683 27.220165 -14.158705  0.486
H 13.606995 27.877723 -12.783219  0.000
C 9.850793 25.550782 -13.395812  -0.347
H 16.023360 25.962313 -11.600408  0.553
H 9.737645 32.309841 -9.649848  0.492
H 10.766664 26.557134 -16.309169  0.476
C 15.027796 30.931003 -10.803067  -0.590
H 13.439265 32.196840 -8.493094  -0.251
H 11.283878 24.504446 -11.901944  0.134
S 11.491271 29.098332 -7.982804  0.603
C 13.017000 33.176233 -8.263376  -0.354
H 15.699708 34.361754 -6.270254  0.090
H 15.472977 24.852928 -7.870149  0.439
C 12.776251 28.560793 -12.600061  -0.351
H 16.091453 28.823445 -13.517385  -0.475
H 9.905521 29.401497 -6.232350  0.466
F 17.019941 32.270106 -10.858842  -0.129
H 16.824281 33.412318 -8.748134  -0.479
H 11.010271 30.704254 -14.071591  0.112
H 18.403619 32.192967 -14.297130  -0.191
H 11.143105 26.844498 -8.777207  0.283
C 15.442212 31.321873 -16.361617  -0.959
O 13.059125 22.372605 -13.352700  -0.557
H 11.623117 29.014952 -5.622289  0.360
H 15.804195 28.437262 -15.168089  0.246
H 9.400068 30.980198 -13.326805  0.525
C 17.898530 28.827916 -14.635517  0.563

Atoms 1-3, force components in eV/Å:
H -0.260 0.249 0.079
C 0.941 -0.039 -0.072
H 0.014 0.019 0.267

## Properties
Largest force on an atom: 2.55 eV Å⁻¹
Total charge: +1
Frontier orbital gap: 8.0 eV
Relative energy (zero: lowest compared OMol25 entry of this formula, charge and spin): 0.000 eV
E_tot: -4610.16989 hartree


- Look up the relative energy (zero: lowest compared OMol25 entry of this formula, charge and spin) of the second one.
  0.000 eV


- Which of these has the lowest largest force on an atom?
  C30H66As4N6O3Si3Tc


- The highest E_tot belongs to which entry?
  C30H66F3MgN2O11S5